Density functional theory data (ωB97M-V/def2-TZVPD) for 6 unconnected molecules or ions with the total composition C2H18NO5 in a non-equilibrium geometry.

Last column: natural (NBO) charge in e.
Geometry (Å):
C 1.12809 0.92644 1.40598  -0.426
N 0.22088 1.76453 0.48426  -0.516
C -1.01427 2.14635 1.25739  -0.472
H 2.11183 0.88327 0.86888  0.246
H 1.06157 1.59786 2.24257  0.217
H 0.71252 -0.11581 1.32660  0.275
H 0.03873 1.11477 -0.34018  0.475
H 0.66448 2.60244 0.18487  0.428
H -1.78515 1.31185 1.27208  0.256
H -1.52709 3.09058 0.88982  0.250
H -0.85441 2.11506 2.36739  0.239
H -2.27891 0.20965 -2.41742  0.488
H -0.92947 -0.41572 -2.55454  0.490
O -1.58286 -0.10093 -1.89130  -0.971
H 2.05271 -2.24844 -2.17498  0.498
H 0.56078 -2.49447 -2.31583  0.495
O 1.24635 -1.87342 -2.55428  -0.943
H -1.68725 -1.35067 -0.02409  0.495
H -2.85611 -1.70152 0.96249  0.496
O -1.91817 -1.50653 0.91152  -0.981
H 2.83041 0.55668 -2.09940  0.485
H 1.61595 -0.41508 -2.02126  0.489
O 1.89244 0.51868 -1.78905  -1.017
H 0.10960 -2.04927 2.77071  0.476
H -0.28451 -2.34992 1.32622  0.490
O 0.47186 -2.21639 1.91152  -0.962

Results
* net charge: +1
* molecular weight: 136.17 u
* electronic energy: -517.6899 hartree
* LUMO energy: -0.1074 Ha
* Kohn-Sham gap: 11.239 eV
* relative energy (zero: lowest compared OMol25 entry of this formula, charge and spin): 1.658 eV